{"formula": "C54H134O28", "method": "ωB97M-V/def2-TZVPD", "total_energy_ev": -115481.90368, "homo_lumo_gap_ev": 9.6, "e_homo_ev": -9.015, "symbols": ["C", "O", "C", "C", "O", "C", "H", "H", "H", "H", "H", "H", "H", "H", "H", "H", "C", "O", "C", "C", "O", "C", "H", "H", "H", "H", "H", "H", "H", "H", "H", "H", "C", "O", "C", "C", "O", "C", "H", "H", "H", "H", "H", "H", "H", "H", "H", "H", "C", "O", "C", "C", "O", "C", "H", "H", "H", "H", "H", "H", "H", "H", "H", "H", "C", "O", "C", "C", "O", "C", "H", "H", "H", "H", "H", "H", "H", "H", "H", "H", "C", "O", "C", "C", "O", "C", "H", "H", "H", "H", "H", "H", "H", "H", "H", "H", "C", "O", "C", "C", "O", "C", "H", "H", "H", "H", "H", "H", "H", "H", "H", "H", "C", "O", "C", "C", "O", "C", "H", "H", "H", "H", "H", "H", "H", "H", "H", "H", "C", "O", "C", "C", "O", "C", "H", "H", "H", "H", "H", "H", "H", "H", "H", "H", "C", "O", "C", "C", "O", "C", "H", "H", "H", "H", "H", "H", "H", "H", "H", "H", "C", "O", "C", "C", "O", "C", "H", "H", "H", "H", "H", "H", "H", "H", "H", "H", "C", "O", "C", "C", "O", "C", "H", "H", "H", "H", "H", "H", "H", "H", "H", "H", "C", "O", "H", "H", "H", "H", "C", "O", "H", "H", "H", "H", "O", "C", "O", "C", "C", "C", "H", "H", "H", "H", "H", "H"], "xyz": [[2.809, 1.812, -0.233], [3.060, 2.863, -1.047], [4.147, 3.685, -0.538], [4.575, 4.559, -1.653], [5.185, 3.738, -2.648], [6.109, 4.351, -3.497], [2.354, 2.114, 0.714], [3.712, 1.216, -0.045], [2.155, 1.093, -0.710], [4.932, 2.996, -0.279], [3.798, 4.313, 0.324], [5.405, 5.159, -1.322], [3.719, 5.202, -2.000], [6.677, 3.622, -4.038], [6.756, 5.077, -3.014], [5.475, 4.973, -4.219], [2.629, -2.645, -1.505], [2.890, -3.951, -1.013], [1.932, -4.902, -1.428], [2.020, -6.108, -0.651], [1.288, -7.095, -1.400], [1.616, -8.405, -1.012], [2.370, -2.686, -2.550], [3.539, -2.096, -1.360], [1.900, -2.113, -0.966], [2.105, -5.073, -2.468], [0.947, -4.481, -1.336], [1.612, -5.984, 0.388], [3.102, -6.341, -0.652], [1.633, -8.455, 0.114], [2.646, -8.670, -1.363], [0.913, -9.122, -1.508], [3.528, 0.499, -3.609], [3.155, -0.290, -4.692], [4.119, -0.914, -5.389], [3.554, -1.793, -6.513], [3.065, -1.060, -7.623], [1.692, -0.645, -7.454], [2.588, 1.062, -3.425], [4.398, 1.112, -3.816], [3.739, -0.083, -2.705], [4.790, -1.558, -4.814], [4.703, -0.131, -5.899], [2.805, -2.436, -5.994], [4.446, -2.393, -6.832], [1.613, 0.284, -6.846], [1.177, -1.498, -7.050], [1.280, -0.527, -8.454], [0.027, -4.185, -4.413], [-0.326, -3.534, -3.279], [-0.169, -2.063, -3.214], [-1.388, -1.413, -3.780], [-2.570, -1.695, -3.018], [-3.486, -0.665, -3.183], [1.103, -4.174, -4.571], [-0.411, -3.725, -5.346], [-0.263, -5.278, -4.364], [0.720, -1.784, -3.755], [0.058, -2.031, -2.114], [-1.556, -1.803, -4.819], [-1.234, -0.336, -3.751], [-4.344, -1.150, -2.758], [-3.657, -0.435, -4.239], [-3.208, 0.215, -2.536], [-1.298, 2.601, -0.518], [-0.358, 1.588, -0.903], [-0.814, 0.329, -0.424], [-0.068, -0.046, 0.818], [-0.264, 0.836, 1.925], [-0.057, 0.164, 3.156], [-0.827, 3.517, -0.906], [-1.334, 2.677, 0.547], [-2.337, 2.485, -1.013], [-0.433, -0.404, -1.124], [-1.897, 0.335, -0.229], [1.020, -0.115, 0.495], [-0.298, -1.066, 1.128], [-0.363, 0.848, 3.959], [1.003, -0.237, 3.331], [-0.766, -0.685, 3.193], [1.382, 9.055, 0.194], [1.183, 7.825, 0.872], [1.338, 6.685, 0.086], [1.220, 5.429, 0.891], [2.176, 5.331, 1.984], [1.614, 4.480, 2.944], [0.909, 9.774, 0.745], [1.009, 8.987, -0.858], [2.465, 9.323, 0.081], [2.240, 6.725, -0.579], [0.503, 6.618, -0.678], [1.467, 4.628, 0.167], [0.246, 5.270, 1.409], [0.639, 4.793, 3.399], [2.358, 4.432, 3.724], [1.528, 3.448, 2.614], [1.003, 3.961, -4.313], [0.195, 3.858, -5.489], [0.178, 5.105, -6.116], [0.732, 5.059, -7.525], [2.075, 5.125, -7.447], [2.770, 5.049, -8.654], [2.086, 3.864, -4.601], [0.842, 3.171, -3.632], [0.847, 4.905, -3.765], [0.691, 5.898, -5.561], [-0.881, 5.417, -6.262], [0.304, 5.822, -8.161], [0.411, 4.126, -7.937], [2.752, 6.036, -9.116], [2.359, 4.292, -9.338], [3.825, 4.752, -8.487], [-4.818, -0.482, 4.383], [-5.207, -0.793, 3.064], [-4.141, -1.030, 2.250], [-4.591, -1.132, 0.792], [-4.853, 0.192, 0.274], [-6.041, 0.820, 0.654], [-5.561, -0.927, 5.055], [-4.865, 0.593, 4.509], [-3.837, -0.927, 4.593], [-3.576, -1.952, 2.503], [-3.324, -0.316, 2.254], [-5.455, -1.732, 0.628], [-3.816, -1.555, 0.139], [-6.845, 0.062, 0.607], [-6.290, 1.574, -0.126], [-5.921, 1.440, 1.581], [2.835, -2.251, 8.662], [3.645, -2.884, 7.647], [2.859, -3.802, 6.854], [3.755, -4.930, 6.387], [3.894, -5.885, 7.432], [5.065, -6.679, 7.351], [1.827, -2.172, 8.323], [3.350, -1.300, 8.864], [2.812, -2.824, 9.611], [2.470, -3.168, 6.034], [2.040, -4.266, 7.424], [4.711, -4.597, 6.040], [3.349, -5.508, 5.471], [5.090, -7.454, 8.110], [5.942, -6.041, 7.445], [5.161, -7.135, 6.336], [0.043, -3.979, 3.678], [1.283, -3.361, 3.669], [2.136, -3.872, 2.655], [3.332, -2.946, 2.718], [2.946, -1.640, 2.355], [3.856, -0.607, 2.384], [0.130, -4.956, 4.245], [-0.322, -4.045, 2.648], [-0.619, -3.439, 4.336], [1.663, -3.933, 1.707], [2.439, -4.914, 2.929], [4.215, -3.353, 2.189], [3.590, -3.009, 3.774], [4.707, -0.872, 1.785], [4.153, -0.427, 3.389], [3.381, 0.266, 1.865], [-1.706, 6.734, 6.608], [-1.425, 5.333, 6.524], [-2.178, 4.642, 5.531], [-1.548, 3.309, 5.381], [-1.603, 2.436, 6.467], [-0.440, 2.647, 7.334], [-2.815, 6.930, 6.638], [-1.306, 7.200, 5.692], [-1.394, 7.101, 7.599], [-2.105, 5.080, 4.456], [-3.250, 4.656, 5.755], [-0.483, 3.419, 5.071], [-2.064, 2.853, 4.579], [0.467, 2.149, 6.906], [-0.605, 2.289, 8.316], [-0.268, 3.758, 7.359], [-5.154, -5.324, 3.515], [-5.244, -4.733, 2.212], [-6.432, -5.070, 1.529], [-6.937, -3.814, 0.871], [-6.336, -3.706, -0.395], [-6.962, -2.856, -1.308], [-6.098, -5.177, 4.030], [-4.352, -4.953, 4.245], [-4.956, -6.403, 3.436], [-7.215, -5.368, 2.267], [-6.218, -5.873, 0.834], [-6.753, -3.005, 1.579], [-8.034, -3.835, 0.659], [-6.689, -3.072, -2.341], [-6.736, -1.801, -1.014], [-8.042, -2.843, -1.243], [-2.251, 7.653, -1.936], [-1.250, 6.900, -2.516], [-2.816, 7.129, -1.147], [-1.791, 8.519, -1.477], [-2.956, 8.031, -2.673], [-1.666, 6.180, -3.026], [-3.322, 3.481, -4.417], [-2.288, 4.479, -4.170], [-2.947, 2.500, -4.359], [-4.128, 3.600, -3.737], [-3.706, 3.610, -5.414], [-1.513, 4.121, -4.625], [-1.522, -3.141, 0.742], [-1.873, -4.124, 0.155], [-1.352, -5.328, 0.517], [-1.791, -6.379, -0.436], [-2.729, -5.750, -1.456], [-2.991, -4.366, -0.918], [-2.311, -7.090, 0.175], [-0.845, -6.790, -0.822], [-3.664, -6.297, -1.413], [-2.299, -5.750, -2.468], [-3.904, -4.410, -0.288], [-3.143, -3.625, -1.716]], "forces_ev_per_a": [[-0.13, -1.81, 0.90], [0.81, 2.03, -0.79], [-1.90, -0.25, -0.10], [0.69, 0.23, -0.92], [-0.41, -0.95, 0.38], [-2.16, 2.01, -1.07], [-0.05, -0.07, 0.26], [0.30, 0.19, 0.28], [-0.44, 0.29, -0.27], [0.60, -0.08, 0.44], [0.33, -0.64, -0.43], [0.02, 0.96, 0.61], [0.77, -0.59, -0.10], [0.19, -0.48, -0.13], [0.33, -0.08, 0.45], [1.11, -0.63, 0.30], [1.27, -1.18, -0.14], [0.14, 0.24, 0.69], [-0.54, 2.74, -0.57], [0.57, -1.92, 0.65], [0.19, 0.34, 0.40], [0.62, -0.54, 0.31], [-0.05, 0.10, -0.57], [0.61, 0.30, -0.17], [-1.41, 0.40, 0.90], [0.00, -0.57, -0.95], [-0.72, 0.32, -0.06], [0.40, -0.30, -0.79], [-0.34, -0.45, 0.50], [-0.31, -0.42, -0.97], [-0.59, 0.17, 0.24], [0.42, 0.68, 0.74], [-1.13, 0.32, 0.60], [-2.18, -0.27, 0.66], [1.61, -0.23, -2.18], [0.88, 0.14, 0.88], [-0.53, -0.26, 0.52], [1.01, 0.09, -0.35], [1.01, 0.26, 0.27], [0.01, 0.47, -0.14], [0.09, -0.21, -0.04], [0.07, 0.02, 0.48], [0.54, -0.20, 0.06], [0.11, 0.08, -0.85], [-1.00, 0.27, -0.13], [-0.10, -0.76, -0.32], [-0.61, -0.12, 0.71], [0.11, 0.43, -0.06], [-0.01, -0.93, -2.28], [-0.70, 1.13, 1.53], [0.05, -2.95, 1.16], [-0.56, -0.33, 0.28], [2.02, -0.40, -0.58], [-0.39, 0.14, 1.13], [0.52, 0.01, -0.05], [0.11, -0.50, 0.65], [0.06, 1.25, 0.08], [0.43, 0.35, -0.40], [-0.72, 0.98, -1.13], [0.27, 0.61, 0.60], [0.11, 0.26, -0.41], [-1.12, 0.54, 0.10], [0.01, 0.30, 0.08], [-0.29, -0.45, -0.88], [0.27, 0.61, -1.98], [-1.46, 0.17, 0.02], [0.65, 0.30, 0.76], [1.56, -0.45, 0.46], [0.39, -0.20, -0.50], [0.21, -0.59, 0.42], [-0.48, -0.04, 0.12], [-0.42, -0.08, 0.79], [1.52, -0.06, 0.86], [-0.77, -0.29, -0.43], [0.13, -0.22, -0.52], [-0.85, 0.36, 0.75], [-0.37, -0.11, -0.10], [0.33, -0.05, -0.19], [-1.36, 0.63, -0.44], [0.42, 0.02, 0.14], [1.77, -2.25, -2.21], [0.18, 0.55, 0.27], [-0.82, 0.16, -1.54], [0.91, -0.63, 0.70], [-1.13, 0.35, -0.90], [0.60, -0.31, 1.08], [-1.27, 1.93, 1.20], [-0.15, 0.20, 0.71], [-0.59, -0.34, 0.32], [-0.10, -0.10, 0.90], [0.52, 0.10, 0.60], [-0.59, -0.12, 0.34], [0.22, 0.38, -1.11], [0.63, 0.14, -0.58], [0.10, 0.09, 0.62], [-0.36, -0.25, -0.48], [1.84, 0.37, -0.49], [0.26, 0.07, 1.33], [-1.46, 1.40, -1.76], [-1.37, -0.30, 0.66], [2.62, -0.19, 0.63], [0.64, -0.21, -0.45], [-0.82, 0.39, 0.20], [-0.69, -1.11, 0.57], [-0.05, -0.27, -0.31], [-0.07, -0.26, 0.07], [0.36, -0.07, 0.43], [-0.21, 0.72, -0.13], [-0.30, -0.99, -0.55], [0.06, 0.02, -0.42], [-0.18, 0.18, 0.10], [-0.61, 0.30, 0.24], [-0.54, -0.53, 0.15], [-0.89, 0.19, 0.59], [1.62, -1.76, -2.13], [0.57, 1.51, 0.07], [0.92, -0.34, -0.50], [-0.29, 0.75, -0.48], [0.16, 0.05, -0.01], [0.48, 0.30, 0.24], [-0.10, 0.38, 0.18], [-0.56, -0.17, 0.12], [-0.10, 1.00, 0.28], [-0.76, -0.52, 0.32], [0.11, 0.22, 0.40], [-0.05, 0.54, 0.80], [0.24, -0.47, 0.20], [-0.46, -1.08, -0.31], [1.85, -0.44, 0.13], [-0.98, -0.58, 0.77], [0.64, 0.60, -0.17], [-0.91, -1.72, -1.20], [0.02, -0.07, 0.50], [0.09, 0.53, -1.40], [-0.78, 0.60, -0.29], [-0.64, -0.13, -0.06], [0.15, -0.03, -0.45], [-0.13, -0.83, 0.02], [0.12, 0.29, -0.01], [0.81, 0.64, 0.10], [0.04, 1.03, 1.12], [-0.34, 0.08, 0.09], [0.25, 0.08, 0.25], [-0.22, -0.04, 0.57], [-0.08, -1.37, 0.88], [0.55, 0.41, -0.34], [0.69, -0.05, 1.61], [0.48, -0.30, 0.24], [-1.58, -1.32, -0.62], [-0.26, 0.33, -1.21], [-0.14, 0.28, -1.12], [-0.44, -0.35, 0.38], [-0.34, 0.69, -0.17], [-0.64, 0.30, -1.08], [0.07, 0.51, -0.17], [-0.39, 0.39, -0.36], [0.35, 0.44, 0.41], [0.92, -0.03, -0.30], [0.42, 0.69, 0.96], [0.34, -0.61, 0.93], [-1.41, -0.56, -0.04], [-0.66, 0.86, -0.22], [0.65, 1.40, -0.94], [0.90, -0.45, -0.20], [0.87, -0.21, 1.54], [0.24, 1.41, -1.98], [0.71, -0.35, -0.31], [0.12, 0.38, 0.73], [0.63, -0.04, -0.78], [0.14, -0.04, 1.60], [0.05, -0.29, 0.30], [-0.55, 0.20, -0.01], [-0.54, -0.87, -1.06], [-0.69, 0.25, 0.18], [-0.54, -0.53, 0.84], [0.10, -1.22, 0.29], [0.67, -0.30, 0.53], [1.06, 0.07, 1.26], [-0.60, 0.30, 1.18], [-1.42, -0.48, -0.90], [0.69, -0.37, -0.42], [-0.01, 1.81, 0.68], [-0.29, -0.05, 0.19], [-0.82, 0.19, -1.77], [-0.18, 0.07, -0.07], [0.47, -0.13, -0.46], [-0.28, -0.20, -0.29], [0.20, 0.39, -0.23], [0.43, -0.27, 0.56], [0.34, -0.06, 0.27], [0.25, -0.39, -0.71], [-0.62, -0.69, 0.09], [-0.85, 0.61, 0.60], [0.54, -1.15, -0.71], [0.15, -0.05, -0.20], [0.16, 0.22, 0.19], [-0.25, 0.03, -0.14], [0.23, 0.14, 0.19], [0.77, 1.75, -0.50], [-0.85, -0.91, 0.04], [0.66, -1.33, 0.34], [-0.54, 0.26, 0.79], [-0.28, 0.14, -0.54], [0.32, 0.14, -0.01], [-0.23, 0.53, -0.33], [-0.50, -0.74, -0.46], [-0.54, -0.08, -1.31], [1.20, 0.50, 0.75], [0.28, -0.23, -0.03], [0.04, 0.55, 1.05], [-0.13, -0.57, 0.28], [-0.63, 0.01, -0.07], [-0.09, -0.26, -0.56], [-0.20, 0.03, 0.34], [0.34, 0.31, -0.36], [0.46, 0.09, 0.66]]}